Formula: C39H53F6GdN3O9P2S2Si
Source: OMol25
Level of theory: ωB97M-V/def2-TZVPD

The expectation value of S² is 16.040. The value obtained for the total energy is -149477.93611 eV. The calculation puts the frontier orbital gap (spin up / spin down) at 6.27 / 4.99 eV. The highest occupied orbital energy (spin up / spin down) is -4.222 / -4.185 eV. Its LUMO energy (spin up / spin down) is 2.0518 / 0.8009 eV.

The geometry in ORCA input format:
```
! RIJCOSX wB97M-V def2-TZVPD def2/J DEFGRID3
* xyz -1 8
Gd 0.233 0.007 0.421
C -1.001 -2.466 4.281
Si -1.176 -2.911 2.413
C -2.369 -4.437 2.335
C 0.456 -3.684 1.767
N -1.571 -1.582 1.416
C -2.732 -0.912 1.528
C -3.780 -1.208 2.435
C -4.968 -0.515 2.454
C -5.215 0.524 1.567
C -4.219 0.867 0.664
C -3.034 0.175 0.675
F -2.051 0.571 -0.255
H -0.101 -2.874 4.734
H -1.848 -2.801 4.875
H -0.953 -1.385 4.363
H -2.148 -5.142 3.132
H -2.228 -4.962 1.395
H -3.420 -4.181 2.405
H 0.303 -4.724 1.490
H 1.237 -3.666 2.519
H 0.806 -3.144 0.892
H -3.625 -2.013 3.137
H -5.721 -0.778 3.187
H -6.159 1.047 1.582
H -4.356 1.673 -0.039
F 5.230 -1.201 -2.297
C 3.923 -1.581 -2.144
C 3.223 -1.185 -1.024
C 1.872 -1.528 -0.804
C 1.319 -2.350 -1.821
C 2.035 -2.701 -2.959
F 1.444 -3.419 -3.962
C 3.348 -2.325 -3.158
C -0.056 -2.870 -1.673
C -0.321 -4.233 -1.842
C -1.624 -4.681 -1.746
C -2.624 -3.752 -1.508
C -2.261 -2.430 -1.313
N -1.011 -1.995 -1.362
H 3.746 -0.579 -0.298
H 3.891 -2.617 -4.040
H 0.486 -4.927 -2.030
H -1.857 -5.732 -1.854
H -3.658 -4.049 -1.464
H -3.015 -1.683 -1.116
C 6.296 2.931 -0.129
C 4.842 2.557 0.126
C 4.703 1.558 1.262
O 4.350 2.028 -1.125
P 2.770 2.125 -1.388
O 1.936 1.448 -0.406
C 2.593 1.419 -3.059
P 0.783 1.135 -3.238
O 0.110 0.522 -2.094
O 0.231 2.572 -3.651
C -0.898 3.125 -2.918
C -2.186 2.505 -3.429
C -0.847 4.632 -3.109
O 0.606 0.154 -4.489
C 0.705 0.371 -5.891
C -0.548 1.060 -6.423
C 1.959 1.148 -6.270
O 2.465 3.689 -1.510
C 3.344 4.577 -2.214
C 3.633 5.771 -1.308
C 2.707 5.042 -3.526
H 6.743 3.340 0.771
H 6.368 3.666 -0.927
H 6.843 2.039 -0.424
H 4.248 3.442 0.379
H 5.175 0.613 1.004
H 3.650 1.401 1.489
H 5.174 1.964 2.153
H 3.116 0.468 -3.089
H 2.993 2.093 -3.806
H -0.775 2.893 -1.853
H -2.353 2.753 -4.476
H -3.015 2.878 -2.836
H -2.127 1.427 -3.314
H -0.736 4.887 -4.163
H -0.016 5.037 -2.542
H -1.765 5.065 -2.727
H 0.761 -0.646 -6.302
H -0.585 2.080 -6.055
H -1.431 0.531 -6.078
H -0.539 1.071 -7.511
H 1.889 2.157 -5.872
H 2.050 1.200 -7.353
H 2.841 0.659 -5.864
H 4.278 4.042 -2.434
H 2.689 6.184 -0.963
H 4.187 6.531 -1.855
H 4.211 5.470 -0.439
H 2.051 5.888 -3.339
H 2.110 4.244 -3.958
H 3.475 5.346 -4.236
O 1.709 1.722 2.105
S 0.285 2.123 2.241
O 0.073 2.972 3.397
O -0.505 0.852 2.312
S -0.315 3.008 0.574
F 6.438 -1.490 4.806
C 5.261 -1.104 5.336
F 4.995 -2.007 6.308
F 5.501 0.051 5.977
C 4.154 -1.029 4.322
C 2.991 -0.310 4.575
C 1.961 -0.357 3.638
N 2.047 -1.030 2.494
C 3.166 -1.709 2.262
C 4.238 -1.760 3.140
H 2.886 0.266 5.482
H 1.030 0.161 3.823
H 3.199 -2.259 1.330
H 5.116 -2.343 2.913
*
```